{
  "formula": "C20H29F6GdN7Sb",
  "method": "wB97M-V/def2-TZVPD",
  "s2": 13.072,
  "total_charge": 3,
  "multiplicity": 7,
  "gap_ev": [8.668, 6.158],
  "total_energy_ev": -75296.771,
  "homo_ev": [-18.161, -18.162],
  "symbols": ["Gd", "C", "C", "N", "C", "C", "N", "C", "C", "N", "C", "C", "N", "C", "C", "C", "C", "C", "C", "C", "N", "H", "H", "H", "H", "H", "H", "H", "H", "H", "H", "H", "H", "H", "H", "H", "H", "H", "H", "H", "H", "H", "H", "H", "F", "Sb", "F", "F", "F", "F", "F", "N", "C", "C", "C", "C", "C", "N", "H", "H", "H", "H", "H", "H"],
  "positions_angstrom": [[0.44, -0.44, 1.19], [2.37, 3.73, 2.25], [1.79, 2.52, 1.60], [0.75, 1.88, 1.99], [-0.05, 2.24, 3.16], [-0.90, 1.03, 3.57], [-1.61, 0.50, 2.38], [-2.50, -0.66, 2.63], [-2.88, -1.28, 1.29], [-1.66, -1.75, 0.59], [-1.82, -1.91, -0.88], [-0.46, -2.12, -1.54], [0.39, -0.97, -1.26], [1.51, -0.76, -1.85], [2.12, -1.62, -2.91], [2.30, 0.42, -1.35], [3.45, 0.90, -1.95], [4.12, 1.96, -1.34], [3.61, 2.53, -0.19], [2.44, 2.00, 0.36], [1.83, 0.96, -0.22], [1.80, 4.06, 3.11], [2.43, 4.55, 1.53], [3.39, 3.52, 2.58], [-0.69, 3.08, 2.90], [0.56, 2.53, 4.01], [-1.60, 1.33, 4.35], [-0.26, 0.24, 3.98], [-2.21, 1.25, 2.04], [-3.40, -0.37, 3.17], [-1.97, -1.40, 3.25], [-3.38, -0.54, 0.67], [-3.59, -2.10, 1.46], [-1.44, -2.67, 0.96], [-2.27, -1.00, -1.28], [-2.47, -2.75, -1.11], [-0.60, -2.29, -2.61], [0.02, -3.02, -1.13], [1.41, -2.33, -3.33], [2.93, -2.20, -2.45], [2.57, -1.04, -3.71], [3.85, 0.47, -2.85], [5.03, 2.34, -1.77], [4.12, 3.35, 0.29], [2.03, -1.94, 0.72], [2.37, -2.47, 2.71], [0.29, -2.08, 2.61], [1.91, -4.16, 2.09], [2.14, -2.47, 4.55], [4.17, -2.27, 2.36], [2.16, -0.41, 2.73], [-0.29, 1.48, -3.98], [-1.16, 2.19, -3.28], [-1.99, 3.17, -3.91], [-2.95, 3.79, -3.16], [-3.09, 3.47, -1.82], [-2.19, 2.52, -1.27], [-1.26, 1.92, -1.96], [-0.15, 1.66, -4.97], [0.17, 0.69, -3.55], [-1.91, 3.32, -4.98], [-3.61, 4.53, -3.61], [-3.81, 3.97, -1.19], [-2.19, 2.30, -0.20]]
}



{
  "formula": "C20H29F6N2O15S",
  "method": "wB97M-V/def2-TZVPD",
  "total_charge": 1,
  "gap_ev": 9.720,
  "total_energy_ev": -82036.524,
  "homo_ev": -12.869,
  "symbols": ["C", "N", "C", "N", "S", "C", "C", "C", "F", "H", "H", "H", "H", "H", "H", "H", "H", "H", "H", "H", "H", "H", "H", "C", "C", "O", "C", "O", "O", "F", "H", "H", "H", "C", "C", "O", "C", "O", "O", "F", "H", "H", "H", "C", "C", "O", "C", "O", "O", "F", "H", "H", "H", "C", "C", "O", "C", "O", "O", "F", "H", "H", "H", "C", "C", "O", "C", "O", "O", "F", "H", "H", "H"],
  "positions_angstrom": [[-0.79, 4.58, -0.88], [-0.74, 3.85, -2.18], [-1.46, 2.61, -2.06], [-1.25, 1.69, -3.26], [-0.36, 2.40, -4.64], [-0.66, 0.36, -2.88], [0.62, 0.43, -2.11], [1.07, -0.98, -1.82], [1.60, 1.08, -2.85], [0.00, 5.30, -0.84], [-0.72, 3.90, -0.05], [-1.73, 5.11, -0.79], [-1.24, 4.44, -2.83], [-2.52, 2.84, -2.00], [-1.22, 2.13, -1.14], [-2.18, 1.49, -3.62], [-1.45, 2.73, -5.37], [-1.38, -0.13, -2.26], [-0.49, -0.23, -3.77], [0.52, 0.93, -1.15], [1.32, -1.44, -2.77], [0.28, -1.58, -1.38], [1.94, -0.98, -1.19], [3.96, -0.23, 2.09], [4.61, -1.57, 2.32], [3.48, -2.43, 2.45], [2.47, -1.88, 1.73], [1.48, -2.45, 1.40], [2.75, -0.59, 1.42], [5.32, -1.61, 3.47], [3.72, 0.27, 3.04], [4.56, 0.44, 1.48], [5.23, -1.93, 1.50], [-3.81, 0.45, 1.82], [-3.20, 1.74, 2.34], [-3.15, 2.54, 1.16], [-4.15, 2.12, 0.34], [-4.53, 2.72, -0.61], [-4.63, 0.93, 0.74], [-1.94, 1.56, 2.80], [-3.05, -0.22, 1.42], [-4.40, -0.07, 2.56], [-3.79, 2.25, 3.10], [4.00, -4.61, -3.25], [2.78, -5.31, -2.69], [3.06, -5.34, -1.30], [3.87, -4.29, -1.02], [4.10, -3.89, 0.07], [4.37, -3.76, -2.17], [2.67, -6.58, -3.15], [4.80, -5.31, -3.46], [3.79, -4.03, -4.15], [1.84, -4.79, -2.86], [-5.53, -0.26, -3.19], [-6.12, -0.98, -2.01], [-5.30, -2.14, -1.92], [-4.08, -1.82, -2.43], [-3.09, -2.45, -2.28], [-4.15, -0.65, -3.13], [-7.40, -1.35, -2.23], [-5.97, -0.60, -4.13], [-5.63, 0.83, -3.13], [-6.06, -0.43, -1.07], [2.50, 0.57, 6.43], [2.69, 1.71, 7.41], [3.49, 2.62, 6.67], [3.23, 2.42, 5.35], [3.53, 3.16, 4.47], [2.55, 1.26, 5.17], [3.36, 1.33, 8.51], [3.32, -0.14, 6.49], [1.55, 0.05, 6.55], [1.77, 2.21, 7.71]]
}



{
  "formula": "C20H29FO4",
  "method": "wB97M-V/def2-TZVPD",
  "de_lowest_kcal_mol": 185.5,
  "gap_ev": 9.318,
  "total_energy_ev": -32110.414,
  "smiles": "CC[C@H](F)[C@@H]1C[C@H](C[C@H](C)OCc2ccccc2)O[C@H]1CCOC=O",
  "homo_ev": -8.818,
  "symbols": ["C", "C", "C", "F", "C", "C", "C", "C", "C", "C", "O", "C", "C", "C", "C", "C", "C", "C", "O", "C", "C", "C", "O", "C", "O", "H", "H", "H", "H", "H", "H", "H", "H", "H", "H", "H", "H", "H", "H", "H", "H", "H", "H", "H", "H", "H", "H", "H", "H", "H", "H", "H", "H", "H"],
  "positions_angstrom": [[0.82, 0.81, 4.03], [-0.65, 1.29, 3.51], [-0.69, 1.53, 1.91], [-1.22, 2.86, 1.70], [-1.69, 0.50, 1.16], [-1.35, -1.08, 1.34], [-0.37, -1.45, 0.10], [1.18, -1.47, 0.56], [2.13, -2.22, -0.53], [1.95, -3.80, -0.22], [3.49, -1.78, -0.32], [3.95, -0.88, -1.36], [3.04, 0.46, -1.43], [3.15, 1.55, -0.33], [2.26, 2.80, -0.36], [1.21, 3.03, -1.48], [1.11, 1.96, -2.61], [2.01, 0.70, -2.56], [-0.48, -0.35, -0.85], [-1.46, 0.62, -0.43], [-2.75, 0.60, -1.40], [-3.45, -0.84, -1.55], [-4.85, -0.88, -1.19], [-5.62, 0.06, -1.93], [-5.87, 0.02, -3.15], [0.73, 0.01, 4.85], [1.41, 1.68, 4.50], [1.43, 0.33, 3.19], [-0.87, 2.26, 4.07], [-1.39, 0.48, 3.83], [0.37, 1.42, 1.48], [-2.73, 0.85, 1.46], [-2.32, -1.67, 1.44], [-0.87, -1.18, 2.39], [-0.72, -2.35, -0.53], [1.54, -0.39, 0.73], [1.23, -2.10, 1.52], [1.75, -2.07, -1.60], [2.10, -4.00, 0.91], [0.86, -4.13, -0.43], [2.70, -4.45, -0.78], [4.00, -1.37, -2.39], [5.01, -0.53, -1.05], [3.90, 1.44, 0.53], [2.35, 3.60, 0.46], [0.52, 3.95, -1.49], [0.33, 2.15, -3.43], [1.90, -0.06, -3.42], [-1.08, 1.70, -0.53], [-2.34, 0.88, -2.45], [-3.43, 1.44, -1.05], [-3.24, -1.22, -2.62], [-2.93, -1.61, -0.87], [-6.09, 0.93, -1.34]]
}



{
  "formula": "C20H29FeN6O4",
  "method": "wB97M-V/def2-TZVPD",
  "s2": 8.799,
  "de_lowest_kcal_mol": 0.0,
  "multiplicity": 6,
  "gap_ev": [8.178, 5.515],
  "total_energy_ev": -72729.905,
  "homo_ev": [-7.872, -7.837],
  "symbols": ["Fe", "C", "N", "C", "C", "C", "C", "C", "C", "C", "N", "C", "C", "C", "C", "C", "C", "N", "C", "C", "H", "H", "H", "H", "H", "H", "H", "H", "H", "H", "H", "H", "H", "H", "H", "H", "H", "H", "H", "H", "N", "N", "C", "O", "O", "H", "H", "H", "N", "C", "C", "C", "O", "O", "H", "H", "H", "H", "H", "H"],
  "positions_angstrom": [[-0.30, -0.27, -0.17], [3.79, -0.97, -1.32], [3.11, -0.09, -0.38], [3.27, -0.55, 1.00], [2.83, 1.19, -0.73], [3.42, 1.79, -1.86], [3.17, 3.10, -2.19], [2.30, 3.88, -1.42], [1.69, 3.32, -0.33], [1.88, 1.96, 0.02], [1.06, 1.28, 0.88], [0.45, 1.89, 1.95], [0.88, 3.09, 2.54], [0.15, 3.68, 3.55], [-1.02, 3.09, 4.01], [-1.41, 1.86, 3.50], [-0.68, 1.22, 2.51], [-0.98, -0.10, 2.05], [-2.36, -0.53, 2.28], [-0.06, -1.08, 2.69], [4.88, -0.82, -1.31], [3.58, -2.00, -1.04], [3.43, -0.81, -2.33], [4.31, -0.84, 1.15], [3.02, 0.25, 1.69], [2.63, -1.41, 1.18], [4.13, 1.22, -2.45], [3.66, 3.53, -3.06], [2.09, 4.90, -1.69], [0.96, 3.90, 0.22], [1.80, 3.54, 2.20], [0.50, 4.61, 3.99], [-1.60, 3.56, 4.78], [-2.29, 1.37, 3.90], [-2.57, -0.66, 3.35], [-3.06, 0.19, 1.85], [-2.51, -1.47, 1.76], [-0.33, -1.21, 3.74], [-0.12, -2.02, 2.16], [0.96, -0.71, 2.63], [-1.31, 1.84, -0.77], [-2.37, 1.45, -1.61], [-3.01, 0.20, -1.26], [-4.16, 0.07, -1.64], [-2.28, -0.61, -0.60], [-1.62, 2.36, 0.04], [-0.66, 2.41, -1.29], [-3.07, 2.16, -1.77], [0.05, -0.33, -2.43], [-0.34, -1.71, -2.83], [0.72, -2.73, -2.45], [0.98, -2.93, -0.95], [1.55, -3.94, -0.58], [0.64, -1.96, -0.16], [-0.63, 0.32, -2.82], [0.95, -0.10, -2.82], [-0.51, -1.77, -3.91], [-1.28, -1.94, -2.33], [1.68, -2.45, -2.90], [0.48, -3.70, -2.87]]
}



What did the first record say?
{
  "formula": "C20H29F6GdN7Sb",
  "method": "wB97M-V/def2-TZVPD",
  "s2": 13.072,
  "total_charge": 3,
  "multiplicity": 7,
  "gap_ev": [8.668, 6.158],
  "total_energy_ev": -75296.771,
  "homo_ev": [-18.161, -18.162],
  "symbols": ["Gd", "C", "C", "N", "C", "C", "N", "C", "C", "N", "C", "C", "N", "C", "C", "C", "C", "C", "C", "C", "N", "H", "H", "H", "H", "H", "H", "H", "H", "H", "H", "H", "H", "H", "H", "H", "H", "H", "H", "H", "H", "H", "H", "H", "F", "Sb", "F", "F", "F", "F", "F", "N", "C", "C", "C", "C", "C", "N", "H", "H", "H", "H", "H", "H"],
  "positions_angstrom": [[0.44, -0.44, 1.19], [2.37, 3.73, 2.25], [1.79, 2.52, 1.60], [0.75, 1.88, 1.99], [-0.05, 2.24, 3.16], [-0.90, 1.03, 3.57], [-1.61, 0.50, 2.38], [-2.50, -0.66, 2.63], [-2.88, -1.28, 1.29], [-1.66, -1.75, 0.59], [-1.82, -1.91, -0.88], [-0.46, -2.12, -1.54], [0.39, -0.97, -1.26], [1.51, -0.76, -1.85], [2.12, -1.62, -2.91], [2.30, 0.42, -1.35], [3.45, 0.90, -1.95], [4.12, 1.96, -1.34], [3.61, 2.53, -0.19], [2.44, 2.00, 0.36], [1.83, 0.96, -0.22], [1.80, 4.06, 3.11], [2.43, 4.55, 1.53], [3.39, 3.52, 2.58], [-0.69, 3.08, 2.90], [0.56, 2.53, 4.01], [-1.60, 1.33, 4.35], [-0.26, 0.24, 3.98], [-2.21, 1.25, 2.04], [-3.40, -0.37, 3.17], [-1.97, -1.40, 3.25], [-3.38, -0.54, 0.67], [-3.59, -2.10, 1.46], [-1.44, -2.67, 0.96], [-2.27, -1.00, -1.28], [-2.47, -2.75, -1.11], [-0.60, -2.29, -2.61], [0.02, -3.02, -1.13], [1.41, -2.33, -3.33], [2.93, -2.20, -2.45], [2.57, -1.04, -3.71], [3.85, 0.47, -2.85], [5.03, 2.34, -1.77], [4.12, 3.35, 0.29], [2.03, -1.94, 0.72], [2.37, -2.47, 2.71], [0.29, -2.08, 2.61], [1.91, -4.16, 2.09], [2.14, -2.47, 4.55], [4.17, -2.27, 2.36], [2.16, -0.41, 2.73], [-0.29, 1.48, -3.98], [-1.16, 2.19, -3.28], [-1.99, 3.17, -3.91], [-2.95, 3.79, -3.16], [-3.09, 3.47, -1.82], [-2.19, 2.52, -1.27], [-1.26, 1.92, -1.96], [-0.15, 1.66, -4.97], [0.17, 0.69, -3.55], [-1.91, 3.32, -4.98], [-3.61, 4.53, -3.61], [-3.81, 3.97, -1.19], [-2.19, 2.30, -0.20]]
}